(1)
Formula: C17H35CaF3NO8S
Source: the OMol25 dataset
Level of theory: ωB97M-V/def2-TZVPD

Results
Energy relative to the best compared isomer or geometry (same formula, charge and spin) ... 0.0 kJ/mol
Charge ... -1
LUMO ... 0.08626 Eh
HOMO-LUMO gap ... 0.2245 hartree
DFT total energy ... -2701.0201 Eh

Last column: Löwdin charge in e.
Cartesian coordinates (Å):
Ca  -0.013422  0.632380  0.358670  1.410
C  -3.185075  -1.605375  -1.767692  -0.016
C  -2.120382  -0.820306  -1.010443  -0.758
O  -0.939310  -1.291023  -0.930248  -0.148
O  -2.441446  0.268652  -0.474994  -0.084
H  -3.912913  -1.935902  -1.023585  0.073
H  -2.734674  -2.490481  -2.210813  0.065
H  -3.663833  -0.955941  -2.494524  0.071
C  3.019757  0.344726  0.788996  -0.528
O  2.130077  -0.508207  -0.037428  -0.230
O  2.225730  1.172605  1.349218  -0.164
C  3.835217  -0.547183  1.724740  -0.534
F  3.065906  -1.440778  2.404209  0.108
F  4.773640  -1.278913  1.063190  0.097
F  4.492642  0.175618  2.638507  0.144
C  2.586801  -1.509592  -0.934324  -0.253
C  3.171564  -0.939895  -2.234016  -0.063
H  4.244783  -0.761928  -2.140071  0.069
H  3.104943  -1.736222  -2.990920  0.072
H  2.653837  -0.081604  -2.665120  0.049
H  1.693218  -2.085045  -1.176416  0.106
H  3.343768  -2.151084  -0.483064  0.103
H  3.735578  0.798689  0.054073  0.154
C  -2.425134  1.999373  2.602504  -0.092
C  -1.831529  2.979619  1.597171  -0.679
C  -2.012947  4.413407  2.099987  -0.093
O  -0.509682  2.705720  1.301158  -0.400
H  -2.478467  0.986832  2.182476  0.041
H  -3.454766  2.267980  2.871646  0.067
H  -1.807826  1.854874  3.495136  0.077
H  -2.431918  2.862418  0.667401  0.097
H  -3.088206  4.542241  2.299150  0.057
H  -1.704102  5.121721  1.331519  0.058
H  -1.486093  4.587160  3.039018  0.067
C  -1.400379  2.995912  -2.307750  -0.037
C  -0.413382  1.875466  -2.687300  -0.410
C  0.188047  2.192192  -4.033935  -0.224
O  1.152505  1.259599  -4.464716  -0.189
C  0.578657  0.126949  -5.068360  -0.110
N  0.621130  1.788912  -1.632062  -0.009
H  -2.394275  2.836066  -2.725187  0.082
H  -1.008003  3.957980  -2.649179  0.078
H  -1.497890  2.999986  -1.222365  0.056
H  -0.990896  0.950819  -2.703879  0.119
H  0.641182  3.187729  -4.015687  0.128
H  -0.652238  2.289974  -4.744134  0.129
H  -0.060949  -0.408402  -4.358518  0.089
H  1.408685  -0.505856  -5.377558  0.086
H  -0.029211  0.374767  -5.946219  0.085
H  1.102461  2.681595  -1.530709  0.114
H  1.346748  1.215492  -2.082770  0.062
C  0.490227  -3.950389  3.580373  -0.205
C  -0.275303  -4.042042  2.245269  -0.213
C  -1.428014  -3.082862  2.315193  -0.210
S  -0.773426  -1.645274  3.191870  0.686
O  -1.718774  -1.197496  4.162682  -0.300
O  -0.256153  -0.736304  2.213799  -0.395
C  0.572093  -2.497467  4.020317  -0.205
H  1.473145  -4.420548  3.522669  0.113
H  -0.026899  -4.552053  4.334913  0.111
H  -0.645241  -5.061307  2.120817  0.112
H  0.370363  -3.816964  1.395879  0.121
H  -2.259055  -3.443631  2.919994  0.107
H  -1.805422  -2.685148  1.373797  0.098
H  0.376742  -2.318549  5.076805  0.102
H  1.477806  -1.943697  3.780857  0.088

Forces on atoms 1 to 3 (eV/Å):
Ca 0.2 1.1 1.1
C 0.4 -0.2 0.6
C 0.7 0.4 0.4

---

(2)
Formula: C17H35ILuNOP2Si
Source: the OMol25 dataset
Level of theory: ωB97M-V/def2-TZVPD

Results
Energy relative to the best compared isomer or geometry (same formula, charge and spin) ... 0.0 kJ/mol
Charge ... +2
LUMO (alpha / beta) ... -0.36963 / -0.27585 Eh
HOMO-LUMO gap (alpha / beta) ... 0.1557 / 0.2589 hartree
DFT total energy ... -3303.6155 Eh

Last column: Löwdin charge in e.
Cartesian coordinates (Å):
C  -0.072000  -0.628258  -3.369215  -0.365
I  2.170353  -1.126670  1.026193  0.588
H  0.735788  -0.559418  -4.107797  0.002
H  -0.756004  0.196982  -3.591019  -0.023
H  -0.622244  -1.545957  -3.594093  -0.035
Lu  0.499790  -0.502477  -1.145342  0.908
P  0.724463  2.094396  -1.900190  0.732
C  -0.589694  3.123632  -1.103809  -0.251
C  2.174621  2.697162  -0.951718  -0.279
H  2.478193  3.679295  -1.350951  0.068
H  1.204963  3.903518  -3.543597  0.066
H  2.987488  1.965031  -1.096861  0.043
H  1.802130  2.301576  -4.045538  0.057
H  -0.563354  2.978470  -0.017192  0.012
H  1.974942  2.749240  0.134094  0.005
C  0.970341  2.830474  -3.564742  -0.238
H  -0.412647  4.178153  -1.331546  0.065
H  0.080626  2.673165  -4.187036  0.057
H  -1.577687  2.818790  -1.466549  0.046
P  0.834514  -3.253666  -1.742418  0.697
C  -0.628846  -4.042118  -0.949519  -0.255
C  0.941986  -4.072062  -3.370851  -0.249
H  3.130879  -3.456355  -1.107625  0.033
H  2.409493  -5.089737  -1.207067  0.063
H  2.082429  -3.994954  0.201293  0.002
C  2.237809  -4.053075  -0.883668  -0.329
H  1.745512  -3.584021  -3.940902  0.059
H  1.181375  -5.139049  -3.259399  0.064
H  -0.531148  -5.134952  -0.960655  0.067
H  -1.548215  -3.747323  -1.473262  0.044
H  0.007762  -3.949988  -3.932950  0.055
H  -0.706274  -3.696903  0.091034  0.031
C  -2.158476  -0.628214  -1.213530  -0.430
O  -2.783400  -1.124266  -2.090507  0.207
C  -4.139477  -0.499568  1.212110  -0.164
Si  -2.410590  0.119912  1.436675  0.513
C  -2.691193  1.938114  1.647930  -0.174
C  -1.511099  -0.983152  2.644983  -0.166
N  -1.526503  -0.171090  -0.243042  -0.079
C  1.181041  1.836921  2.292507  -0.012
C  2.527934  1.843337  2.427795  -0.182
C  2.998229  1.750788  3.744811  -0.035
C  2.108065  1.728998  4.808323  -0.032
C  0.736265  1.732579  4.585217  -0.013
C  0.236900  1.801232  3.258292  -0.106
H  -4.608655  -0.284493  2.195339  0.068
H  -4.156436  -1.578889  0.998658  0.055
H  -4.648419  0.067342  0.414239  0.058
H  -3.294487  2.070742  2.557342  0.071
H  -1.830329  2.606295  1.717049  0.009
H  -3.295066  2.278658  0.794551  0.060
H  -1.310311  -1.952608  2.163246  0.032
H  -0.550354  -0.598269  3.007758  -0.005
H  -2.137468  -1.183239  3.530607  0.065
H  3.228017  1.826800  1.606360  0.082
H  4.050476  1.682970  3.923064  0.123
H  2.452976  1.668438  5.826100  0.125
H  0.007772  1.679588  5.386066  0.129
H  -0.842731  1.758160  3.110932  0.063

Forces on atoms 1 to 3 (eV/Å):
C -0.2 -0.3 0.1
I 0.4 0.2 0.8
H 0.1 0.0 0.2

---

(3)
Formula: C17H36AlBBr2Cl5FLiN2O8
Source: the OMol25 dataset
Level of theory: ωB97M-V/def2-TZVPD

Results
Charge ... +1
LUMO ... -0.27255 Eh
HOMO-LUMO gap ... 0.1064 hartree
DFT total energy ... -9204.0699 Eh

Last column: Löwdin charge in e.
Cartesian coordinates (Å):
C  -1.754254  -0.458127  2.724825  -0.208
C  -2.375660  -1.122209  1.467225  -0.253
B  -3.927554  -1.379035  1.706013  -0.619
O  -4.362173  -1.655558  2.977435  0.163
O  -4.738832  -1.337802  0.565484  0.206
C  -5.999600  -0.843021  0.770921  -0.583
O  -6.177103  0.122044  1.464478  0.143
O  -6.923190  -1.485947  0.047317  0.014
C  -8.075622  -1.966021  0.767833  -0.618
Br  -7.690910  -2.609084  2.561342  0.853
C  -9.225827  -0.938688  0.701470  -0.232
C  -9.502869  -0.138632  1.993351  -0.138
H  -0.729931  -0.162592  2.575082  -0.087
H  -1.764765  -1.195084  3.527646  0.094
H  -2.366515  0.391785  3.032502  0.024
H  -2.340164  -0.453119  0.561419  0.035
H  -1.821046  -2.051743  1.296663  0.056
H  -4.496131  -2.612129  3.024545  0.122
H  -8.401428  -2.839354  0.213713  0.098
H  -9.114806  -0.287959  -0.164498  0.117
H  -10.126598  -1.526744  0.503644  0.110
H  -8.618550  0.056951  2.592529  0.042
H  -10.306874  -0.612620  2.551375  0.071
H  -9.880100  0.842098  1.687848  0.075
C  -2.370554  3.397061  1.818645  -1.873
Cl  -3.545802  2.148052  1.436752  0.679
Cl  -0.830164  3.055113  1.030803  0.591
Cl  -2.970914  4.997948  1.250444  0.473
Cl  -2.129280  3.457363  3.571797  0.535
Al  -3.206847  6.948234  2.766767  0.665
Br  0.817742  -1.288051  1.174181  0.057
F  -1.242945  6.040630  4.199005  -0.741
N  2.456881  2.488158  2.580215  0.068
C  3.738301  2.760711  2.298659  0.023
C  4.563248  1.991758  3.150603  -0.008
C  3.733218  1.243789  3.952680  0.007
C  2.406132  1.553123  3.578034  -0.103
H  1.654699  2.898521  2.130071  0.101
H  3.992833  3.469968  1.527702  0.145
H  5.641226  1.999443  3.161243  0.105
H  4.024158  0.545768  4.718839  0.127
H  1.472565  1.198482  3.939367  -0.038
O  7.135568  2.176755  5.175466  -0.055
H  6.437165  2.074915  5.829986  0.036
H  7.672579  2.897621  5.520565  0.046
Cl  -0.109843  2.398177  4.436068  0.275
Li  -1.131913  -0.893198  -0.434094  0.635
C  5.093642  -3.528524  -3.964050  -0.112
O  5.465516  -2.254671  -3.476819  -0.192
C  5.497475  -1.234235  -4.473324  -0.210
C  4.350304  -0.259529  -4.290865  -0.207
N  3.066141  -0.870158  -4.621797  -0.045
C  1.904056  -0.100626  -4.193258  -0.200
C  1.729927  0.190332  -2.702291  -0.234
O  1.429382  -0.942156  -1.901350  -0.283
C  2.565172  -1.728915  -1.549138  -0.151
H  5.313984  -4.258317  -3.186151  0.090
H  4.021093  -3.579966  -4.183371  0.074
H  5.663349  -3.793841  -4.858769  0.089
H  5.513642  -1.647495  -5.479486  0.087
H  6.433409  -0.688369  -4.329134  0.127
H  4.511923  0.607872  -4.937419  0.124
H  4.379751  0.081700  -3.247492  0.100
H  3.018719  -1.783701  -4.192447  0.065
H  1.022027  -0.655808  -4.525131  0.118
H  1.900327  0.849738  -4.737678  0.119
H  0.859300  0.850842  -2.608660  0.111
H  2.573443  0.746331  -2.278337  0.111
H  3.456124  -1.116850  -1.400014  0.094
H  2.749594  -2.495343  -2.304909  0.075
H  2.340888  -2.240695  -0.619737  -0.018
O  5.991822  -1.039131  -7.603696  -0.052
H  5.604472  -0.493580  -8.295502  0.043
H  6.056967  -1.912653  -8.003135  0.044

Forces on atoms 1 to 3 (eV/Å):
C -0.8 -0.1 -0.1
C -0.5 0.7 0.2
B 1.2 0.0 -0.1

---

(4)
Formula: C17H36BF10N3O7
Source: the OMol25 dataset
Level of theory: ωB97M-V/def2-TZVPD

Results
Energy relative to the best compared isomer or geometry (same formula, charge and spin) ... 0.0 kJ/mol
Charge ... 0
LUMO ... -0.03550 Eh
HOMO-LUMO gap ... 0.2218 hartree
DFT total energy ... -2383.9154 Eh

Last column: Löwdin charge in e.
Cartesian coordinates (Å):
C  -4.693312  -1.038163  -1.309680  0.038
C  -4.162875  -0.536057  -2.612076  -0.396
O  -4.819928  -0.197798  -3.532768  0.166
N  -2.672830  -0.547935  -2.766298  0.093
H  -2.226413  -0.213891  -1.910140  0.116
H  -2.277144  -1.509672  -2.879413  0.123
C  -2.195544  0.114225  -4.030516  0.024
H  -4.845486  -0.192365  -0.637511  0.091
H  -3.917772  -1.680720  -0.887642  0.071
H  -5.637094  -1.550146  -1.464590  0.100
H  -2.643031  -0.413253  -4.866833  0.107
H  -1.126198  -0.078800  -4.006279  0.080
H  -2.484075  1.158383  -4.051402  0.097
C  -1.598671  0.898456  3.318524  0.055
C  -2.117313  2.307141  3.453811  -0.386
O  -2.079476  2.926333  4.463932  0.178
N  -2.605430  2.964974  2.201926  0.085
H  -2.227242  2.393272  1.429945  0.109
H  -3.610206  2.799994  2.098332  0.197
C  -2.135646  4.389970  2.053370  0.035
H  -0.507178  0.914938  3.321242  0.085
H  -1.900703  0.411814  2.390452  0.078
H  -1.896459  0.294319  4.172255  0.111
H  -2.551600  4.947479  2.886452  0.099
H  -2.526120  4.792423  1.123367  0.109
H  -1.052099  4.365176  2.044521  0.110
C  3.647892  0.661991  -3.372741  0.035
C  2.272197  0.992215  -2.911697  -0.409
O  1.337752  0.987583  -3.645650  0.159
N  2.047835  1.186055  -1.439743  0.093
H  1.115506  0.836287  -1.143411  0.121
H  2.774706  0.606578  -0.974835  0.126
C  2.214030  2.621345  -1.036960  0.021
H  3.745877  0.970540  -4.410704  0.097
H  3.964763  -0.373896  -3.279134  0.112
H  4.316960  1.320461  -2.805960  0.091
H  1.525702  3.176357  -1.662926  0.108
H  3.266116  2.907253  -1.055972  0.102
H  2.064601  2.640991  0.040963  0.087
C  3.295844  -0.266192  1.701519  -0.524
O  3.985821  -1.168042  2.561569  -0.057
O  3.277705  -0.752907  0.449937  -0.191
C  1.947335  0.214431  2.240761  -0.514
F  1.135395  -0.761435  2.703177  0.128
F  2.120786  1.088650  3.278879  0.089
F  1.210375  0.917126  1.326734  0.087
C  4.108848  -0.842817  3.918717  -0.293
C  4.923885  -1.998467  4.522601  -0.081
H  4.381238  -2.907503  4.770387  0.069
H  5.751536  -2.253611  3.853934  0.074
H  5.521013  -1.720017  5.399099  0.066
H  3.194074  -0.852833  4.524404  0.108
H  4.619984  0.097665  4.148926  0.117
H  3.856018  0.690573  1.649261  0.140
C  -0.790784  -3.392381  -2.416277  -0.509
O  -1.420264  -2.741078  -1.327915  -0.126
O  -1.740791  -3.435222  -3.390446  -0.203
C  0.609689  -2.838519  -2.798822  -0.530
F  1.372073  -2.483062  -1.739142  0.116
F  1.317604  -3.734798  -3.487277  0.148
F  0.513105  -1.705419  -3.558667  0.090
C  -0.899907  -3.058051  -0.014153  -0.223
C  -1.910224  -2.470880  0.951190  -0.082
H  -2.923823  -2.870185  0.956936  0.073
H  -1.567769  -2.550788  1.989937  0.074
H  -1.902295  -1.385719  0.807181  0.047
H  0.037475  -2.547432  0.214436  0.109
H  -0.731657  -4.131830  0.061946  0.124
H  -0.564296  -4.453280  -2.212734  0.143
B  -1.311341  1.558491  -0.696440  -1.279
F  -1.426012  2.315537  -1.889657  0.117
F  -0.477930  0.448223  -0.818939  0.149
F  -0.740771  2.516274  0.152744  0.108
F  -2.556024  1.221644  -0.138006  0.118

Forces on atoms 1 to 3 (eV/Å):
C 0.9 0.0 0.1
C 0.0 -0.7 0.2
O -0.2 0.4 -0.6